(1)
{"formula": "C4H13NO3Si", "method": "the ωB97M-V functional and the def2-TZVPD basis", "elements": ["C", "C", "C", "C", "N", "O", "O", "O", "Si", "H", "H", "H", "H", "H", "H", "H", "H", "H", "H", "H", "H", "H"], "coordinates": [[2.2294, 1.0900, 1.3941], [-2.0395, -0.5382, 1.4983], [1.5104, 1.6441, 0.1363], [-1.8885, -1.4433, 0.2285], [0.9584, -1.2861, -2.0085], [-0.7272, 0.7630, -2.7962], [0.2922, 1.0707, 0.0505], [-1.6784, -0.6736, -0.9976], [-0.2732, -0.1819, -1.5601], [2.9349, 1.7579, 1.7459], [1.4646, 1.0509, 2.1933], [2.7949, 0.2824, 1.3247], [-1.1791, 0.1270, 1.4647], [-2.8873, 0.0272, 1.3475], [-2.1820, -1.3678, 2.2306], [2.2085, 1.4239, -0.6618], [1.2643, 2.7972, 0.1731], [-2.7906, -2.0120, 0.2360], [-0.9901, -2.0823, 0.5896], [0.7767, -2.2605, -1.8136], [1.9474, -1.0012, -1.8719], [-1.7457, 0.8127, -2.9035]], "de_lowest_ev": 0.000, "homo_ha": -0.3306, "lumo_energy_ev": 0.503, "homo_lumo_gap_ha": 0.349, "smiles": "CCO[Si](N)(O)OCC"}

=====

(2)
{"formula": "C38H30IMgN5O5S", "method": "the ωB97M-V functional and the def2-TZVPD basis", "elements": ["Mg", "C", "C", "N", "C", "C", "C", "O", "C", "C", "N", "C", "C", "C", "C", "C", "C", "I", "C", "O", "H", "H", "H", "H", "H", "H", "H", "H", "H", "H", "H", "H", "N", "C", "C", "C", "C", "C", "C", "N", "C", "C", "C", "S", "C", "N", "H", "H", "H", "H", "H", "H", "H", "O", "C", "C", "O", "O", "C", "C", "C", "C", "C", "C", "C", "C", "C", "C", "C", "C", "H", "H", "H", "H", "H", "H", "H", "H", "H", "H", "H"], "coordinates": [[-1.5308, 0.1349, 1.0271], [-4.7559, -2.6360, 0.1661], [-4.3423, -1.7098, -0.9331], [-4.6758, -2.0193, -2.1533], [-4.2526, -1.2557, -3.1664], [-3.4340, -0.1614, -3.0181], [-2.9718, 0.5589, -4.2649], [-4.0115, 1.3154, -4.8595], [-3.0537, 0.2109, -1.7011], [-2.2794, 1.3583, -1.4442], [-1.7397, 1.6426, -0.3002], [-1.1126, 2.8579, -0.1378], [-0.2819, 3.4121, -1.1199], [0.3060, 4.6470, -0.9333], [0.0742, 5.3659, 0.2301], [-0.7271, 4.8256, 1.2244], [-1.2940, 3.5784, 1.0425], [-2.4572, 2.7245, 2.5856], [-3.5439, -0.5605, -0.5998], [-3.3291, -0.2514, 0.6105], [-5.1906, -3.5302, -0.2686], [-5.4860, -2.1528, 0.8140], [-3.8814, -2.8949, 0.7625], [-4.5810, -1.5976, -4.1414], [-2.5888, -0.1881, -4.9769], [-2.1702, 1.2720, -4.0683], [-4.7636, 0.7256, -4.9943], [-2.2139, 2.1026, -2.2442], [-0.0937, 2.8461, -2.0250], [0.9456, 5.0498, -1.7032], [0.5093, 6.3445, 0.3666], [-0.9052, 5.3682, 2.1404], [1.4186, -0.5271, 3.8728], [2.1999, 0.4971, 3.4033], [3.4882, 0.9041, 3.7126], [3.9774, 2.0017, 3.0363], [3.1977, 2.6787, 2.0953], [1.9128, 2.2848, 1.7904], [1.4012, 1.1691, 2.4474], [0.1866, 0.5449, 2.3646], [0.2292, -0.4525, 3.2153], [-0.9312, -1.2469, 3.4933], [-1.1427, -2.2480, 4.4053], [-2.7834, -2.7429, 4.3687], [-3.0782, -1.5720, 3.1352], [-2.0429, -0.8943, 2.8046], [1.6959, -1.2291, 4.5380], [4.0853, 0.3846, 4.4449], [4.9818, 2.3460, 3.2335], [3.6233, 3.5362, 1.5959], [1.3321, 2.8128, 1.0546], [-0.4609, -2.7146, 5.0865], [-4.0420, -1.4291, 2.6853], [1.0965, 0.4788, -0.2978], [1.2112, -0.8545, -0.7972], [-0.2741, -1.3472, -0.9121], [-0.7343, -1.6665, -1.9906], [-0.8796, -1.3146, 0.1976], [1.9417, -1.6872, 0.2322], [1.5538, -2.9938, 0.5059], [2.1877, -3.7148, 1.5033], [3.2234, -3.1467, 2.2273], [3.6470, -1.8652, 1.9202], [3.0149, -1.1411, 0.9245], [1.9492, -0.8838, -2.1149], [1.9765, -2.0377, -2.8874], [2.6064, -2.0336, -4.1190], [3.2202, -0.8871, -4.5966], [3.2300, 0.2531, -3.8135], [2.6026, 0.2515, -2.5804], [0.7189, 1.0045, -1.0127], [0.7441, -3.4405, -0.0539], [1.8703, -4.7252, 1.7175], [3.7009, -3.7062, 3.0210], [4.4709, -1.4264, 2.4649], [3.3408, -0.1385, 0.6926], [1.4906, -2.9314, -2.5301], [2.6186, -2.9368, -4.7097], [3.6892, -0.8849, -5.5707], [3.7295, 1.1488, -4.1550], [2.6404, 1.1395, -1.9638]], "de_lowest_ev": 0.926, "homo_ha": -0.2696, "lumo_energy_ev": -0.280, "homo_lumo_gap_ha": 0.259}

=====

(3)
{"formula": "C5H5ClO2", "method": "the ωB97M-V functional and the def2-TZVPD basis", "elements": ["C", "C", "C", "C", "C", "H", "H", "H", "H", "H", "O", "O", "Cl"], "coordinates": [[-0.9809, -1.2941, -0.1624], [-0.4271, -0.1782, -0.9367], [0.1947, 1.6509, 0.2923], [0.9870, 0.9949, 1.0754], [0.5603, -0.9679, -0.1996], [-1.3228, -2.2605, -0.5887], [-0.5663, -0.5122, -2.0956], [0.1187, 2.8407, 0.1766], [1.5009, 1.4678, 1.9420], [1.0825, -1.7346, -0.8854], [-0.3756, 1.1840, -0.8766], [1.0735, -0.4338, 0.9426], [-1.8449, -0.7569, 1.3160]], "de_lowest_ev": 3.683, "homo_ha": -0.3238, "lumo_energy_ev": 0.699, "homo_lumo_gap_ha": 0.349, "smiles": "Cl[C@H]1[C@H]2OC=CO[C@@H]12"}

=====

(4)
{"formula": "C2H9N2O", "method": "the ωB97M-V functional and the def2-TZVPD basis", "elements": ["C", "N", "C", "N", "H", "H", "H", "H", "H", "H", "H", "H", "H", "O"], "coordinates": [[-0.0164, 1.7446, -1.6874], [0.0274, 0.6822, -0.7077], [0.1140, -0.5579, -1.1611], [0.3590, -1.5858, -0.2938], [0.7774, 2.4618, -1.5974], [-0.2561, 1.4822, -2.7080], [-0.9270, 2.3560, -1.3780], [-2.3857, 2.4119, 5.3521], [-0.0368, -0.8088, -2.2424], [-2.9106, 2.5408, 5.8499], [0.6160, -2.5074, -0.7483], [0.0731, -1.2216, 1.3243], [0.2929, -1.3994, 2.9452], [0.1832, -0.7639, 2.1630]], "de_lowest_ev": 8.233, "homo_ha": -0.5448, "lumo_energy_ev": -9.770, "homo_lumo_gap_ha": 0.186, "charge": 1}

=====

(5)
{"formula": "C22H34N2O6", "method": "the ωB97M-V functional and the def2-TZVPD basis", "elements": ["C", "C", "C", "C", "N", "C", "C", "C", "C", "C", "C", "N", "H", "H", "H", "H", "H", "H", "C", "O", "C", "C", "O", "C", "C", "O", "C", "H", "H", "H", "H", "H", "H", "H", "H", "H", "H", "H", "H", "H", "H", "C", "O", "C", "C", "O", "C", "C", "O", "C", "H", "H", "H", "H", "H", "H", "H", "H", "H", "H", "H", "H", "H", "H"], "coordinates": [[-1.5580, 1.9810, -0.3709], [-2.7064, 1.8328, -0.7779], [-4.2280, 1.5330, -0.8939], [-4.6779, 0.1714, -1.3819], [-5.9846, -0.2536, -1.5023], [-6.8527, 0.7789, -1.1041], [-8.3581, 0.4822, -1.1635], [-9.4159, 1.4605, -0.8237], [-8.9583, 2.8587, -0.3724], [-7.5098, 3.1831, -0.2934], [-6.4356, 2.1479, -0.6544], [-5.0940, 2.5477, -0.5405], [-0.5877, 2.0900, 0.1904], [-3.8678, -0.5681, -1.6759], [-8.7066, -0.5432, -1.5096], [-10.5227, 1.2355, -0.8672], [-9.7013, 3.6538, -0.0833], [-7.1558, 4.2135, 0.0178], [4.0040, -3.5685, -0.5530], [2.8705, -3.4197, -1.3867], [2.1849, -4.6514, -1.5813], [0.7942, -4.4013, -2.1482], [-0.1585, -4.0418, -1.1477], [-0.0592, -2.7067, -0.6524], [-0.5908, -1.6695, -1.6316], [0.3939, -1.3612, -2.6099], [-0.1561, -0.6995, -3.7322], [4.7121, -4.2822, -0.9877], [4.4917, -2.5979, -0.4616], [3.7003, -3.8993, 0.4457], [2.1036, -5.1915, -0.6310], [2.7672, -5.2497, -2.2932], [0.4284, -5.3425, -2.5679], [0.8089, -3.6720, -2.9602], [0.9590, -2.4799, -0.3302], [-0.6918, -2.6832, 0.2393], [-0.8254, -0.7441, -1.0928], [-1.4978, -2.0501, -2.1159], [-0.8717, -1.3516, -4.2443], [0.6548, -0.4677, -4.4232], [-0.6437, 0.2332, -3.4311], [2.8215, 1.2345, 5.3896], [2.9136, 1.5764, 4.0214], [3.1804, 2.9615, 3.8338], [3.6435, 3.2241, 2.4085], [5.0284, 2.9427, 2.2125], [5.3734, 1.5603, 2.1296], [4.9848, 0.9310, 0.7999], [3.6102, 0.5688, 0.8059], [3.1168, 0.3258, -0.4979], [2.0200, 1.8000, 5.8769], [2.5966, 0.1703, 5.4610], [3.7750, 1.4224, 5.8947], [3.9502, 3.2962, 4.5387], [2.2489, 3.5100, 4.0222], [3.5380, 4.2948, 2.2125], [3.0262, 2.7012, 1.6756], [4.9732, 1.0016, 2.9776], [6.4635, 1.5313, 2.2104], [5.5701, 0.0163, 0.6433], [5.1862, 1.6365, -0.0142], [3.1690, 1.2404, -1.0983], [2.0719, 0.0242, -0.4189], [3.6813, -0.4771, -0.9810]], "homo_ha": -0.3292, "lumo_energy_ev": -0.900, "homo_lumo_gap_ha": 0.296, "smiles": "C#Cc1cnc2ccccc2n1.COCCOCCOC.COCCOCCOC"}

=====

(6)
{"formula": "C34H31BrEuN7O11S3", "method": "the ωB97M-V functional and the def2-TZVPD basis", "elements": ["Eu", "O", "C", "C", "N", "C", "C", "O", "O", "C", "C", "O", "O", "H", "H", "H", "H", "H", "H", "H", "H", "H", "Br", "C", "C", "C", "C", "C", "C", "H", "H", "H", "H", "O", "S", "O", "N", "C", "O", "C", "C", "C", "C", "C", "C", "H", "H", "H", "H", "O", "S", "O", "O", "C", "N", "C", "C", "C", "N", "C", "C", "C", "N", "C", "C", "H", "H", "H", "H", "H", "H", "C", "C", "C", "C", "N", "C", "S", "N", "C", "H", "H", "H", "H", "H", "H", "H", "H"], "coordinates": [[0.4063, 0.4000, 1.1849], [1.9906, -1.1930, 3.1444], [3.2674, -0.5938, 3.4033], [3.2043, 0.9274, 3.4986], [2.5495, 1.6132, 2.3774], [1.9216, 2.8779, 2.8600], [0.5812, 2.5831, 3.5817], [0.3517, 3.1586, 4.6564], [-0.1908, 1.6856, 3.0055], [3.4908, 1.8242, 1.2538], [2.8560, 2.1213, -0.1284], [3.5786, 2.5549, -1.0311], [1.5867, 1.9046, -0.1946], [2.1548, -2.1801, 3.0272], [3.6771, -0.9605, 4.3651], [3.9359, -0.9480, 2.6124], [2.7285, 1.1839, 4.4639], [4.2716, 1.2529, 3.5855], [2.6411, 3.4207, 3.4861], [1.7180, 3.4938, 1.9531], [4.1897, 2.6025, 1.5586], [4.0937, 0.9074, 1.1890], [-5.1211, -3.6517, 3.2532], [-3.6368, -2.7325, 2.5717], [-2.5125, -2.5237, 3.4132], [-1.3807, -1.8510, 2.8962], [-1.4628, -1.4208, 1.5959], [-2.5431, -1.6235, 0.7209], [-3.6639, -2.3014, 1.2088], [-2.5005, -2.8822, 4.4453], [-0.5181, -1.6398, 3.5359], [-2.4666, -1.2491, -0.2912], [-4.5503, -2.4721, 0.5972], [4.2116, -5.0695, 0.9167], [3.1570, -4.1475, 1.2595], [2.8539, -3.9976, 2.6784], [3.3568, -2.6162, 0.6515], [2.1817, -2.1882, 0.0750], [1.9289, -0.9851, -0.2573], [1.2148, -3.2699, -0.1652], [-0.0468, -3.1750, -0.7658], [-0.8255, -4.3119, -0.8673], [-0.3654, -5.5530, -0.3237], [0.8720, -5.6551, 0.3250], [1.6136, -4.4791, 0.4254], [-0.3772, -2.2428, -1.2266], [-1.7913, -4.2644, -1.3618], [-0.9845, -6.4387, -0.4139], [1.2360, -6.5923, 0.7392], [-7.7252, 5.4729, 0.4576], [-8.2810, 4.8480, -0.7279], [-7.9478, 5.4759, -2.0314], [-9.5770, 4.2331, -0.5121], [-7.3554, 3.4581, -1.4254], [-7.9752, 2.9146, -2.4832], [-7.3059, 1.9638, -3.1127], [-5.9940, 1.6918, -2.7646], [-5.4366, 2.3218, -1.6615], [-6.1897, 3.1501, -0.9347], [-4.0625, 2.1121, -1.1567], [-3.0656, 1.5143, -1.9170], [-1.8034, 1.3245, -1.3523], [-1.6009, 1.5605, -0.0406], [-2.5629, 2.1268, 0.6968], [-3.8065, 2.4527, 0.1861], [-7.8852, 1.4227, -3.8625], [-5.4217, 0.9626, -3.3001], [-3.2290, 1.2413, -2.9551], [-0.9497, 0.9684, -1.9176], [-2.3228, 2.3125, 1.7361], [-4.5254, 3.0083, 0.7618], [5.6723, -1.2705, -1.5687], [4.6716, -0.5474, -2.4370], [4.8982, 0.7034, -2.9391], [3.8728, 1.2953, -3.7295], [2.6884, 0.7250, -3.8655], [2.4627, -0.4663, -3.3241], [0.9445, -1.1657, -3.3586], [3.4855, -1.1849, -2.7676], [4.1434, 2.5850, -4.4244], [6.6567, -0.7994, -1.5778], [5.7814, -2.3362, -1.8611], [5.2648, -1.2855, -0.5452], [5.8007, 1.2431, -2.7194], [3.1999, -2.0484, -2.3053], [5.1205, 2.5480, -4.9212], [4.1345, 3.3878, -3.6802], [3.3425, 2.7771, -5.1469]], "multiplicity": 7, "de_lowest_ev": 0.283, "homo_ha": [-0.1439, -0.1451], "lumo_energy_ev": [3.092, 3.477], "homo_lumo_gap_ha": [0.258, 0.273], "charge": -2}

=====

(7)
{"formula": "C7H4OS2", "method": "the ωB97M-V functional and the def2-TZVPD basis", "elements": ["C", "C", "C", "C", "C", "C", "C", "O", "S", "S", "H", "H", "H", "H"], "coordinates": [[-0.5120, -2.8312, -1.1396], [0.5674, 3.1855, 0.8449], [-0.9058, -2.0856, -0.2730], [0.1374, 2.3304, 0.1018], [-2.8972, 0.0968, 0.3002], [-1.0376, -1.2408, 0.8659], [-0.4028, 1.2047, -0.4998], [-2.0816, -0.5044, 1.1583], [-4.4900, 0.2158, 0.2855], [-2.0848, 1.2020, -1.0553], [-0.1699, -3.5271, -1.8310], [0.9750, 3.9151, 1.4672], [-0.1986, -0.9826, 1.6470], [0.2318, 0.4140, -0.9649]], "de_lowest_ev": 7.492, "homo_ha": [-0.2987, -0.3088], "lumo_energy_ev": [-1.413, -0.912], "homo_lumo_gap_ha": [0.247, 0.275]}

=====

(8)
{"formula": "C44H35F9OP2Se4Zr", "method": "the ωB97M-V functional and the def2-TZVPD basis", "elements": ["Zr", "Se", "Se", "Se", "Se", "O", "C", "C", "C", "C", "C", "C", "C", "P", "C", "C", "C", "C", "C", "C", "C", "C", "C", "C", "C", "C", "H", "H", "H", "H", "H", "H", "H", "H", "H", "H", "H", "H", "H", "H", "F", "C", "F", "F", "C", "C", "C", "C", "C", "C", "P", "C", "C", "C", "C", "C", "C", "C", "F", "F", "F", "C", "C", "C", "C", "C", "C", "C", "F", "F", "F", "H", "H", "H", "H", "H", "H", "H", "H", "H", "H", "H", "H", "C", "C", "C", "C", "H", "H", "H", "H", "H", "H", "H", "H", "H"], "coordinates": [[-1.0344, 0.9035, -4.5385], [-2.3858, 1.8949, -2.5963], [-2.9568, 1.1176, -6.3066], [-0.9148, 0.4557, -7.2468], [0.5605, 1.9828, -6.2672], [-1.2874, -1.2619, -4.4431], [-0.1539, -1.0614, -3.9550], [0.7363, -2.2098, -3.6969], [0.7776, -3.2327, -4.6441], [1.6780, -4.2717, -4.4960], [2.5235, -4.2990, -3.3939], [2.4628, -3.2967, -2.4372], [1.5773, -2.2318, -2.5805], [1.3640, -0.9402, -1.2804], [1.9163, -1.9004, 0.1832], [3.1425, -1.7436, 0.8234], [3.4764, -2.5450, 1.9091], [2.5956, -3.5185, 2.3551], [1.3706, -3.6841, 1.7209], [1.0302, -2.8732, 0.6507], [2.7705, 0.1822, -1.5962], [3.4640, 0.2030, -2.8028], [4.4375, 1.1666, -3.0398], [4.7430, 2.1067, -2.0682], [4.0585, 2.0915, -0.8578], [3.0682, 1.1504, -0.6322], [0.1059, -3.1862, -5.4922], [1.7189, -5.0630, -5.2330], [3.2286, -5.1115, -3.2722], [3.1028, -3.3457, -1.5654], [3.8472, -1.0039, 0.4663], [4.4294, -2.4083, 2.4038], [2.8620, -4.1466, 3.1961], [0.6790, -4.4455, 2.0606], [0.0693, -2.9992, 0.1635], [3.2366, -0.5259, -3.5703], [4.9579, 1.1783, -3.9890], [5.5084, 2.8496, -2.2516], [4.2891, 2.8243, -0.0940], [2.5173, 1.1618, 0.3035], [4.0435, -0.4271, 4.4845], [3.2097, 0.5923, 4.7695], [2.8099, 0.4121, 6.0427], [3.9384, 1.7179, 4.7381], [2.0435, 0.6332, 3.8248], [1.2546, -0.5012, 3.6954], [0.1708, -0.4954, 2.8340], [-0.1394, 0.6412, 2.0917], [0.6706, 1.7686, 2.2268], [1.7540, 1.7742, 3.0927], [-1.5064, 0.8001, 0.8713], [-2.7891, 1.6561, 1.8749], [-2.7014, 1.9263, 3.2344], [-3.7339, 2.5862, 3.8898], [-4.8573, 2.9765, 3.1803], [-4.9550, 2.7225, 1.8165], [-3.9206, 2.0739, 1.1691], [-6.0059, 3.6586, 3.8677], [-5.7118, 4.0186, 5.1261], [-7.0902, 2.8614, 3.9272], [-6.3840, 4.7717, 3.2115], [-2.2198, -0.8891, 0.8094], [-2.1738, -1.5625, -0.4072], [-2.6441, -2.8649, -0.5110], [-3.1611, -3.4942, 0.6077], [-3.2543, -2.8199, 1.8201], [-2.7936, -1.5186, 1.9144], [-3.6071, -4.9274, 0.5471], [-3.6824, -5.3906, -0.7084], [-4.8129, -5.1013, 1.1148], [-2.7490, -5.7290, 1.2133], [1.4936, -1.3924, 4.2614], [-0.4240, -1.3915, 2.7337], [0.4542, 2.6556, 1.6418], [2.3711, 2.6566, 3.1937], [-1.8241, 1.6228, 3.7932], [-3.6638, 2.7910, 4.9492], [-5.8309, 3.0436, 1.2672], [-3.9844, 1.8837, 0.1023], [-1.7754, -1.0712, -1.2843], [-2.5999, -3.3856, -1.4583], [-3.6895, -3.3135, 2.6798], [-2.8782, -0.9885, 2.8554], [0.8049, 4.2491, -0.8614], [0.1672, 3.0546, -1.5735], [0.8949, 2.7773, -2.8791], [-1.3092, 3.3398, -1.7891], [1.8486, 4.0390, -0.6200], [0.2755, 4.4897, 0.0628], [0.7783, 5.1388, -1.4963], [0.2577, 2.1688, -0.9387], [0.6189, 3.4976, -3.6540], [0.7027, 1.7515, -3.2338], [1.9785, 2.7989, -2.7568], [-1.4417, 4.2200, -2.4195], [-1.7992, 3.5309, -0.8339]], "de_lowest_ev": 0.000, "homo_ha": -0.3030, "lumo_energy_ev": -0.763, "homo_lumo_gap_ha": 0.275}